(1)
The following is a DFT calculation (wB97M-V/def2-TZVPD) of a 2-piece molecular cluster, CH8N3 overall in a non-equilibrium geometry.

Results
Spin multiplicity: 1
Orbital gap (eV): 8.716
Charge: +1
HOMO (Ha): -0.471

Each line ends with the Löwdin charge.
Atoms and positions in Å:
C (0.19694, -0.11045, 1.40338)  0.014
N (-0.62010, 0.14752, -1.64898)  -0.012
N (0.21276, 0.94404, -0.78613)  -0.118
N (-0.13554, -1.35600, 1.61395)  0.126
H (-0.50506, 0.52493, 1.78562)  0.069
H (1.26101, 0.24929, 1.22244)  0.132
H (0.02115, -0.27163, -2.31261)  0.141
H (-1.21678, -0.63153, -1.10110)  0.188
H (-0.42223, 1.56547, -0.29293)  0.011
H (-1.00005, -1.61105, 2.00880)  0.113
H (-1.23029, 0.96479, -2.01720)  0.195
H (0.33788, -2.13186, 1.15947)  0.140

=====

(2)
The following is a DFT calculation (wB97M-V/def2-TZVPD) of a 2-piece molecular cluster, CH8N3P overall in a non-equilibrium geometry.

Results
Spin multiplicity: 3
Orbital gap (spin up / spin down) (eV): 6.885 / 6.702
<S²>: 2.01
Charge: 0
HOMO (spin up / spin down) (Ha): -0.214 / -0.339

Each line ends with the Löwdin spin population.
Atoms and positions in Å:
C (2.66336, 0.19084, 0.17302)  0.001
N (-3.23773, -0.89380, -0.47736)  0.705
N (-2.50839, 1.46750, -0.25121)  0.252
N (1.60745, -0.80933, -0.02499)  0.012
P (-2.41272, -0.08862, 0.47884)  0.984
H (3.35857, -0.25928, 0.90517)  0.000
H (3.07683, 0.28057, -0.75388)  0.000
H (2.10790, 1.02851, 0.46960)  0.001
H (-3.39041, -1.87998, -0.21595)  0.012
H (2.07041, -1.70402, -0.11986)  0.000
H (-1.95465, 2.10040, 0.25481)  0.006
H (-2.43210, 1.41239, -1.25822)  0.013
H (1.05148, -0.84517, 0.82004)  0.014

=====

(3)
The following is a DFT calculation (wB97M-V/def2-TZVPD) of an isolated ion of composition CH8N3P2 and charge +1 in a non-equilibrium geometry.

Results
Spin multiplicity: 1
Orbital gap (eV): 11.087
Charge: +1
Structure (SMILES): [NH2+]=C(NP)NP
HOMO (Ha): -0.537

Each line ends with the Löwdin charge.
Atoms and positions in Å:
N (-0.80190, 1.56971, -0.33267)  0.197
C (-0.15516, 0.43984, -0.03991)  -0.570
N (1.14049, 0.51994, -0.11121)  -0.183
P (2.29538, -0.95523, -0.12633)  0.888
N (-0.86432, -0.70853, 0.22695)  -0.230
P (-2.61508, -0.68643, 0.20490)  0.900
H (-0.40822, 2.40007, -0.42070)  0.067
H (-1.79775, 1.57178, -0.11702)  0.072
H (1.52875, 1.42203, -0.57243)  0.166
H (2.91264, -0.48233, -1.30598)  -0.109
H (3.46701, -0.27930, 0.42968)  -0.079
H (-0.53131, -1.55844, -0.28535)  0.102
H (-2.80841, -1.23902, -1.02647)  -0.098
H (-2.61124, -1.93787, 0.57484)  -0.122

=====

(4)
The following is a DFT calculation (wB97M-V/def2-TZVPD) of CH8N4 as an isolated structure in a non-equilibrium geometry.

Results
Spin multiplicity: 1
Orbital gap (spin up / spin down) (eV): 8.249 / 8.258
Charge: 0
HOMO (spin up / spin down) (Ha): -0.272 / -0.272

Each line ends with the Löwdin charge.
Atoms and positions in Å:
C (-0.81694, -0.32402, -0.01931)  -0.291
N (0.33418, 1.31197, 0.57750)  -0.103
N (0.09999, 0.08407, -0.93774)  0.025
N (1.39276, 0.92240, 1.40231)  -0.051
N (-1.26758, -1.66743, -1.21549)  -0.044
H (0.39518, 2.13783, -0.00952)  0.071
H (0.95431, -0.46375, -0.82275)  0.074
H (1.10743, 0.90118, 2.37531)  0.075
H (2.22520, 1.49035, 1.29435)  0.072
H (-0.54055, -2.36278, -1.37292)  -0.007
H (-1.58070, -1.31262, -2.11561)  -0.003
H (-0.54775, -0.93475, 0.84015)  0.092
H (-1.75553, 0.21756, 0.00373)  0.092

=====

(5)
The following is a DFT calculation (wB97M-V/def2-TZVPD) of an isolated ion of composition CH8N5 and charge +1 in a non-equilibrium geometry.

Results
Spin multiplicity: 1
Orbital gap (eV): 10.561
Charge: +1
Structure (SMILES): NNNC(N)=[NH2+]
HOMO (Ha): -0.507

Each line ends with the Löwdin charge.
Atoms and positions in Å:
N (-0.89488, -1.08436, 1.69536)  0.052
N (-1.22964, -0.87290, 0.03107)  -0.034
N (0.03564, -0.71333, -0.51991)  -0.019
C (0.56719, 0.53141, -0.62176)  -0.450
N (-0.17460, 1.53184, -0.14905)  0.217
N (1.73469, 0.67605, -1.15844)  0.201
H (-1.68035, -1.57075, 2.18425)  0.074
H (-0.91767, -0.07971, 1.96604)  0.041
H (-1.50649, -1.81158, -0.28400)  0.121
H (0.50894, -1.60740, -0.92114)  0.216
H (-1.07673, 1.23317, 0.19986)  0.104
H (0.04928, 2.42492, 0.23796)  0.138
H (2.18643, 1.53103, -1.46558)  0.146
H (2.39819, -0.18840, -1.19465)  0.194

=====

(6)
The following is a DFT calculation (wB97M-V/def2-TZVPD) of an isolated ion of composition CH8N5 and charge +1 in a non-equilibrium geometry.

Results
Spin multiplicity: 1
Orbital gap (eV): 10.563
Charge: +1
Structure (SMILES): NNNC(N)=[NH2+]
HOMO (Ha): -0.500

Each line ends with the Löwdin charge.
Atoms and positions in Å:
N (1.38911, 0.16516, -1.88680)  0.091
N (1.37137, 0.25637, -0.33609)  -0.069
N (0.41736, -0.62696, 0.15318)  0.011
C (-0.67070, -0.14255, 0.65847)  -0.455
N (-0.72858, 1.17081, 0.94656)  0.217
N (-1.58673, -1.00282, 1.02728)  0.206
H (2.29607, 0.43838, -2.06153)  0.045
H (0.63030, 0.69923, -2.19608)  0.051
H (2.26705, -0.16472, 0.01692)  0.152
H (0.37391, -1.53398, -0.41443)  0.206
H (-0.19904, 1.88111, 0.41290)  0.143
H (-1.44070, 1.69926, 1.33084)  0.100
H (-2.50069, -0.86075, 1.52910)  0.176
H (-1.61873, -1.97855, 0.81968)  0.126

=====

(7)
The following is a DFT calculation (wB97M-V/def2-TZVPD) of a 2-piece molecular cluster, CH8N5O overall in a non-equilibrium geometry.

Results
Spin multiplicity: 3
Orbital gap (spin up / spin down) (eV): 6.652 / 7.707
<S²>: 2.01
Charge: +1
HOMO (spin up / spin down) (Ha): -0.371 / -0.501

Each line ends with the Löwdin spin population.
Atoms and positions in Å:
C (-2.21077, 0.16062, -0.31952)  0.001
N (2.86690, 1.21522, 0.23869)  0.810
N (-3.28811, 0.70349, 0.27846)  0.001
N (3.12251, -0.97070, 0.00847)  0.165
N (-1.55062, -0.85535, 0.14762)  0.004
N (2.32968, 0.10085, -0.08577)  0.526
O (1.14268, -0.08179, -0.44123)  0.427
H (-1.80522, 0.62395, -1.31512)  0.000
H (-3.56827, 0.27205, 1.08637)  0.000
H (-3.92121, 1.43538, -0.20819)  0.000
H (2.99481, -1.61127, -0.73258)  0.018
H (3.95966, -0.64055, 0.38523)  0.008
H (-1.84838, -1.45823, 0.84666)  0.000
H (-0.51603, -0.90101, -0.19086)  0.002
H (2.29236, 2.00735, 0.30179)  0.037

=====

(8)
The following is a DFT calculation (wB97M-V/def2-TZVPD) of a 2-piece molecular cluster, CH8N8O2 overall in a non-equilibrium geometry.

Results
Spin multiplicity: 1
Orbital gap (spin up / spin down) (eV): 7.737 / 7.882
Charge: +2
HOMO (spin up / spin down) (Ha): -0.642 / -0.658

Each line ends with the Löwdin charge.
Atoms and positions in Å:
C (0.10625, -0.21371, 0.43712)  -0.420
N (-0.48321, -1.26858, 0.97970)  0.207
N (-1.32140, -2.08725, 0.39474)  0.065
N (-0.75613, 0.78418, 0.58099)  0.259
N (-0.25884, 3.11491, 0.35548)  0.244
N (-1.59438, -1.20669, -1.57880)  0.264
N (1.28669, -0.35384, -0.21074)  0.229
N (2.51146, -0.10625, -0.30689)  -0.334
N (-1.77312, -2.10583, -0.80177)  -0.019
O (3.15433, 0.23091, 0.80179)  0.178
O (3.19926, -0.38372, -1.23720)  0.199
H (4.08380, -0.05888, 0.78377)  0.179
H (-1.57225, -2.86470, 1.01974)  0.222
H (0.26073, 3.23990, 1.17235)  0.062
H (0.14509, 3.37520, -0.54789)  0.104
H (-1.37749, 0.88439, 1.27586)  0.052
H (-2.04723, -1.36458, -2.47537)  0.148
H (-1.25582, 3.37627, 0.37210)  0.106
H (-2.30775, -2.99174, -1.01498)  0.254

=====

(9)
The following is a DFT calculation (wB97M-V/def2-TZVPD) of a 2-piece molecular cluster, CH8NO overall in a non-equilibrium geometry.

Results
Spin multiplicity: 2
Orbital gap (spin up / spin down) (eV): 4.152 / 13.339
<S²>: 0.75
Charge: 0
HOMO (spin up / spin down) (Ha): -0.116 / -0.464

Each line ends with the Löwdin spin population.
Atoms and positions in Å:
O (1.94263, -0.88468, -0.51360)  0.138
H (2.46110, -0.10369, -0.45967)  0.054
H (0.63088, -0.41219, 0.28464)  0.048
H (2.48425, -1.64290, -0.61038)  0.031
C (-1.19953, 0.94006, -0.01067)  0.228
N (-0.49229, -0.38371, 0.50434)  0.202
H (-1.61872, 0.71059, -1.01605)  0.035
H (-0.38179, 1.58844, -0.18252)  0.044
H (-1.95583, 1.51559, 0.62348)  0.026
H (-0.77097, -0.34294, 1.42373)  0.084
H (-1.09972, -0.98457, -0.04331)  0.110

=====

(10)
The following is a DFT calculation (wB97M-V/def2-TZVPD) of a 2-piece molecular cluster, CH8NO overall in a non-equilibrium geometry.

Results
Spin multiplicity: 2
Orbital gap (spin up / spin down) (eV): 4.059 / 13.034
<S²>: 0.75
Charge: 0
HOMO (spin up / spin down) (Ha): -0.119 / -0.460

Each line ends with the Löwdin spin population.
Atoms and positions in Å:
C (0.45293, 1.09940, -0.49193)  0.193
N (0.13418, 0.53599, 0.90222)  0.227
H (1.38450, 0.65648, -0.83317)  0.045
H (-0.20620, 0.56761, -1.21893)  0.015
H (0.34319, 2.14728, -0.40278)  0.036
H (-0.37349, -0.37079, 0.69943)  0.049
H (-0.28234, 1.23515, 1.49603)  0.120
H (1.06037, 0.32942, 1.35214)  0.158
H (-0.41602, -2.01985, -1.18148)  0.028
H (-1.18854, -2.48718, 0.08361)  0.024
O (-0.90858, -1.69350, -0.40516)  0.106

=====

Per-record energy above the lowest of the compared OMol25 structures with the same formula, charge and spin, kcal/mol: 116.1, 0.0, 1.7, 146.6, 60.6, 54.3, 37.8, 39.2, 26.1, 8.6